Entry from the Open Molecules 2025 dataset: a molecular structure, C22H26NO4PtSSi2 (ωB97M-V/def2-TZVPD).

As for the HOMO energy: -5.1 eV. Its energy is -62758.410 eV. The molecular weight is 651.77 g/mol. The HOMO-LUMO gap is 7.7 eV.

The geometry in ORCA input format:
```
! RIJCOSX wB97M-V def2-TZVPD def2/J DEFGRID3
* xyz -1 1
Pt -0.70327 0.98928 0.63443
C -1.13338 2.20387 3.93157
Si -0.63626 0.71163 2.90083
C -1.73569 -0.73817 3.36709
C 1.09786 0.23988 3.49921
C 1.44593 -0.08067 4.81909
C 2.73103 -0.48243 5.14171
C 3.70124 -0.56513 4.13971
C 3.36902 -0.23903 2.83570
C 2.06976 0.16963 2.50311
Si 1.51594 0.68796 0.76614
C 2.15965 -0.62738 -0.41135
C 2.50196 2.26519 0.43379
H -0.93539 1.97257 4.98279
H -2.19019 2.46549 3.83270
H -0.54165 3.07716 3.65016
H -1.89996 -0.77998 4.44899
H -1.23979 -1.65781 3.04881
H -2.70727 -0.69806 2.86876
H 0.69775 -0.03114 5.60648
H 2.98293 -0.73848 6.16476
H 4.70926 -0.88222 4.38280
H 4.13601 -0.29946 2.06741
H 3.25060 -0.54884 -0.45740
H 1.77168 -0.52847 -1.42903
H 1.88663 -1.62248 -0.05404
H 3.52276 2.13903 0.80843
H 2.03730 3.10120 0.95890
H 2.55882 2.52535 -0.62774
N -1.69499 1.62100 -1.45538
C -1.09842 1.44884 -2.72522
C -0.75077 2.61476 -3.41526
C -0.35992 2.59147 -4.73782
C -0.37615 1.38420 -5.41942
C -0.64986 0.22523 -4.71156
C -0.89764 0.19275 -3.32986
C -0.81687 -1.20685 -2.68920
C 0.05633 -2.08668 -3.35866
C 0.20971 -3.42316 -3.03479
C -0.51843 -3.95447 -1.98090
C -1.31258 -3.10759 -1.23890
C -1.43174 -1.75180 -1.55184
H -2.53734 1.06723 -1.41675
H -1.94483 2.58709 -1.30819
H -0.84012 3.55716 -2.88685
H -0.10056 3.51408 -5.24226
H -0.17986 1.33417 -6.48193
H -0.69487 -0.70351 -5.26051
H 0.68187 -1.69501 -4.14531
H 0.91009 -4.02870 -3.59509
H -0.43857 -5.00086 -1.71440
H -1.85798 -3.44615 -0.36828
O -4.31700 -1.98436 -0.14003
S -3.70610 -0.75207 -0.54976
O -3.98331 -0.32035 -1.90874
O -2.06696 -1.03235 -0.57266
O -3.70641 0.32737 0.42579
*
```

Mulliken atomic charge list, values in e, 8 entries: atom 1 (Pt): 0.224, atom 2 (C): -1.227, atom 3 (Si): 0.706, atom 4 (C): -1.153, atom 5 (C): 0.244, atom 6 (C): -0.500, atom 7 (C): -0.616, atom 8 (C): -0.570